The following is a quantum chemistry calculation of a cluster of 2 separate species, C13H18NP in total at a distorted geometry, from the OMol25 dataset.

Computed properties:
- E_HOMO (eV) = -7.226
- relative energy (zero: lowest compared OMol25 entry of this formula, charge and spin) (kJ/mol) = 480.9
- HOMO-LUMO gap (eV) = 7.95
- energy (eV) = -24546.8931
- net charge = 0
- strongest force on any atom (eV/A) = 4.892

Each line ends with the Löwdin charge.
Element x y z (Å)
P  -0.2912  -1.6037  -1.6234  0.87
N  -0.1917  1.6355  -2.8870  -0.04
C  -1.7990  -2.7379  0.3952  -0.11
C  -0.6027  1.9844  0.5769  -0.16
C  -1.9287  -3.4176  1.5694  -0.13
C  0.4295  -3.5233  1.9107  -0.07
C  -0.4559  -2.3621  -0.0380  -0.56
C  0.6432  -2.7872  0.6830  -0.11
C  -0.8035  2.6093  -0.8223  -0.12
C  1.4616  1.4513  -1.1582  -0.17
C  0.1925  1.9595  -1.7029  -0.32
C  1.8427  2.4270  -0.0731  -0.20
C  -0.3626  2.0034  -4.0247  0.00
C  0.8583  2.1385  1.0162  -0.23
C  -0.8437  -3.9229  2.2559  -0.12
H  -2.9918  -3.4976  1.9354  0.12
H  1.1528  1.2483  1.4684  0.09
H  1.0641  2.9235  1.7323  0.11
H  -0.5231  3.6228  -0.6517  0.11
H  -1.2931  2.4441  1.3017  0.12
H  -0.7383  0.9657  0.3913  0.07
H  -1.8597  2.4276  -1.0592  0.13
H  1.5864  -2.5636  0.3913  0.05
H  -0.8944  -2.6260  -2.4475  -0.08
H  -1.0762  -4.5924  3.1142  0.11
H  2.8895  2.2897  0.4774  0.16
H  2.2619  1.2722  -1.8344  0.11
H  1.3161  0.4662  -0.7270  0.07
H  -0.8688  1.2016  -4.6523  0.03
H  1.3636  -3.8157  2.4560  0.11
H  1.7594  3.4104  -0.5025  0.11
H  0.9789  -2.3036  -1.8944  -0.05
H  -2.7161  -2.4385  0.0007  0.08